12
Properties=species:S:1:pos:R:3:nbo_charge:R:1 method="wB97M-V/def2-TZVPD" homo_ha=-0.3094 charge=0 smiles="C=CN.N" energy_ha=-190.47549 fmax_ev_per_a=2.2 homo_lumo_gap_ev=9.476
C -0.917 -0.262 1.620 -0.538
C -0.291 -0.811 0.570 0.015
N 1.069 -0.888 0.405 -0.821
H -0.299 0.015 2.475 0.177
H -1.903 0.172 1.584 0.214
H -0.919 -1.069 -0.288 0.182
H 1.457 -0.861 1.347 0.377
H 1.518 -1.494 -0.260 0.394
N 0.226 1.250 -2.131 -1.063
H -0.266 2.134 -2.137 0.353
H 0.813 1.247 -1.299 0.363
H -0.488 0.568 -1.887 0.347